Computed, not measured: an isolated molecule of C4H6N2O2, with ωB97M-V/def2-TZVPD.

Computed properties:
frontier orbital gap: 10.418 eV
HOMO: -9.68 eV
largest force on an atom: 4.9 eV/Å
lowest unoccupied orbital energy: 0.74 eV
multiplicity: 1
calculated total energy: -415.84089 Ha
energy relative to the best compared isomer or geometry (same formula, charge and spin): 125.3 kcal per mole
SMILES string: [H]/N=C(\NO)OCC#C

Positions of all 14 atoms, in Å:
1 H -2.144103 1.420402 0.064332
2 N -1.166058 1.234216 -0.214033
3 C -0.898722 -0.011474 -0.136026
4 N -1.982489 -0.992772 -0.149856
5 O -3.199138 -0.321598 0.208405
6 O 0.303057 -0.461891 -0.222649
7 C 1.231416 0.486263 0.161325
8 C 2.622576 -0.109451 -0.008768
9 C 3.741879 -0.508600 -0.100784
10 H -1.937937 -1.957464 0.327879
11 H -3.657059 -0.101348 -0.664513
12 H 1.189749 1.345870 -0.535844
13 H 1.209234 1.004424 1.206588
14 H 4.687593 -1.026577 0.063938

Atoms 1-3, force components in eV/Å:
H 0.8 -0.3 -0.5
N -0.2 -0.2 1.0
C -4.7 1.2 -0.3